{"formula": "C36H117N9O18", "method": "ωB97M-V with the def2-TZVPD basis set", "species": ["O", "H", "H", "O", "H", "H", "O", "H", "H", "O", "H", "H", "O", "H", "H", "O", "H", "H", "O", "H", "H", "O", "H", "H", "O", "H", "H", "C", "C", "C", "O", "C", "N", "H", "H", "H", "H", "H", "H", "H", "H", "H", "H", "H", "C", "C", "C", "O", "C", "N", "H", "H", "H", "H", "H", "H", "H", "H", "H", "H", "H", "C", "C", "C", "O", "C", "N", "H", "H", "H", "H", "H", "H", "H", "H", "H", "H", "H", "C", "C", "C", "O", "C", "N", "H", "H", "H", "H", "H", "H", "H", "H", "H", "H", "H", "C", "C", "C", "O", "C", "N", "H", "H", "H", "H", "H", "H", "H", "H", "H", "H", "H", "C", "C", "C", "O", "C", "N", "H", "H", "H", "H", "H", "H", "H", "H", "H", "H", "H", "C", "C", "C", "O", "C", "N", "H", "H", "H", "H", "H", "H", "H", "H", "H", "H", "H", "C", "C", "C", "O", "C", "N", "H", "H", "H", "H", "H", "H", "H", "H", "H", "H", "H", "C", "C", "C", "O", "C", "N", "H", "H", "H", "H", "H", "H", "H", "H", "H", "H", "H"], "coordinates": [[3.49065, -3.43390, 3.10858], [3.49824, -3.08841, 4.02622], [4.36591, -3.80178, 2.96498], [2.28931, -2.54345, -2.32383], [2.15832, -1.74948, -1.75386], [1.68557, -2.28367, -3.03697], [-3.93560, 0.34241, 3.39045], [-3.93706, 0.01101, 4.29043], [-4.49664, -0.31361, 2.88915], [-0.49061, 1.45227, 5.60998], [-1.26369, 1.97278, 5.27515], [-0.42264, 1.56804, 6.54365], [3.04059, -1.60191, 5.09626], [3.65491, -1.17943, 5.67044], [2.83483, -0.96017, 4.41620], [2.56528, 4.05615, 0.67083], [1.86019, 4.22602, 1.25548], [3.22994, 3.62790, 1.15593], [-1.47385, -4.25895, -2.46459], [-1.03557, -3.90846, -3.23743], [-0.72721, -4.19668, -1.83492], [-0.24324, -0.30313, -4.02133], [0.64650, -0.22462, -4.31542], [-0.39632, 0.59597, -3.71081], [4.23195, -1.73449, 0.81277], [4.57422, -2.18275, -0.02587], [3.67599, -2.30500, 1.34623], [-4.61080, -3.06934, 5.47054], [-3.48151, -2.22794, 6.11518], [-2.25489, -2.54361, 5.35395], [-1.11562, -1.87293, 5.92406], [0.05732, -1.91417, 5.12090], [-3.76387, -0.82508, 5.95774], [-4.64287, -2.95606, 4.34438], [-5.53767, -2.66517, 5.86513], [-4.56213, -4.16490, 5.64173], [-3.41192, -2.48711, 7.20052], [-2.37606, -2.32247, 4.32712], [-2.08300, -3.60566, 5.38076], [0.40641, -2.91065, 4.83181], [0.87995, -1.37780, 5.64714], [-0.05159, -1.33056, 4.11222], [-2.92447, -0.43834, 6.32136], [-4.52499, -0.56420, 6.56530], [-6.41981, 0.50552, 0.46795], [-5.62062, -0.76590, 0.20833], [-4.29017, -0.52141, -0.38290], [-4.45070, -0.11513, -1.70613], [-3.32598, -0.03359, -2.59473], [-5.37508, -1.27488, 1.56946], [-7.30602, 0.31113, 1.05703], [-6.72785, 0.90051, -0.50167], [-5.79527, 1.25248, 0.92028], [-6.19825, -1.45637, -0.38897], [-3.72888, -1.49636, -0.41561], [-3.71595, 0.18989, 0.15182], [-2.82084, -0.96748, -2.56326], [-2.65049, 0.76982, -2.29285], [-3.67026, 0.03544, -3.64980], [-4.87725, -2.18226, 1.70617], [-6.30579, -1.36147, 1.96495], [3.02839, 1.98788, 4.51855], [2.63818, 1.57761, 3.16846], [3.93501, 1.18123, 2.44755], [4.56873, 2.36940, 2.02803], [5.61562, 2.14209, 1.16845], [1.81669, 0.36052, 3.18474], [2.14781, 2.44813, 5.01091], [3.84841, 2.73260, 4.56345], [3.24046, 1.04078, 5.07551], [2.19460, 2.46409, 2.63849], [3.70414, 0.61850, 1.53768], [4.63314, 0.62857, 3.06177], [6.14419, 1.23846, 1.41094], [6.29526, 2.98155, 1.30187], [5.34711, 2.17978, 0.14381], [1.18174, 0.42369, 3.92995], [1.22813, 0.17828, 2.33887], [-6.67377, -4.65645, -0.06481], [-5.77744, -5.20566, 1.03799], [-5.86864, -6.78250, 1.03289], [-5.09912, -7.20033, 2.12755], [-5.29597, -8.52580, 2.53186], [-4.42255, -4.65929, 0.78964], [-6.35892, -4.89329, -1.08572], [-6.72091, -3.56373, -0.02760], [-7.66101, -4.97480, 0.09904], [-6.16929, -4.80714, 1.95630], [-5.44777, -7.14328, 0.08885], [-6.89350, -7.11183, 1.15673], [-5.37133, -9.19136, 1.67628], [-6.18479, -8.71008, 3.18921], [-4.43000, -8.77589, 3.14520], [-3.70098, -5.31640, 1.01103], [-4.43436, -4.17919, -0.14041], [3.76443, 1.94894, -4.84331], [3.06287, 0.87912, -5.69832], [3.84914, 0.67965, -6.98791], [4.00146, 1.94743, -7.71210], [2.82648, 2.67118, -8.12067], [2.82005, -0.41796, -5.06137], [4.71327, 1.50573, -4.53714], [3.15904, 2.22965, -3.96036], [3.97205, 2.78565, -5.51808], [2.12493, 1.24692, -6.06975], [3.26421, -0.00354, -7.64875], [4.85043, 0.29354, -6.87841], [2.11736, 2.13306, -8.75649], [3.23367, 3.57279, -8.53903], [2.21726, 2.99405, -7.28102], [3.53288, -0.67289, -4.41007], [2.84894, -1.23341, -5.63965], [0.43316, 3.77103, -4.75693], [-0.42617, 4.21209, -3.56110], [-0.88611, 5.65742, -3.66610], [-1.85501, 5.88104, -2.64941], [-2.23075, 7.23236, -2.72807], [-1.46029, 3.22082, -3.27390], [-0.04752, 3.86831, -5.76026], [0.62154, 2.69928, -4.66479], [1.38040, 4.28449, -4.66806], [0.30382, 4.25894, -2.70136], [-1.33799, 5.77535, -4.63793], [-0.12133, 6.38470, -3.53369], [-1.45657, 7.88964, -2.27004], [-3.14947, 7.31313, -2.14920], [-2.43367, 7.50404, -3.74063], [-2.22481, 3.12811, -3.91388], [-1.76796, 3.57662, -2.36996], [1.23563, 1.76799, -1.77313], [1.30798, 0.77574, -0.51605], [0.01127, 0.09770, -0.27896], [0.28137, -0.68849, 0.93079], [-0.84414, -1.64349, 1.01947], [2.31011, -0.26213, -0.63608], [0.26864, 2.22315, -1.82675], [1.41041, 1.20621, -2.70933], [1.96704, 2.55472, -1.67218], [1.53165, 1.42926, 0.38524], [-0.28735, -0.59706, -1.11906], [-0.86908, 0.73688, -0.12259], [-1.70190, -1.12227, 1.41278], [-0.68381, -2.41373, 1.77004], [-1.04673, -1.99130, 0.02516], [2.61126, -0.70841, 0.18913], [3.15892, -0.02707, -1.13987], [-0.86895, 4.56717, 4.18443], [-1.93860, 3.73911, 3.42585], [-1.21902, 2.87766, 2.36663], [-0.28786, 3.58567, 1.56246], [-0.94251, 4.32513, 0.48151], [-2.61163, 2.88375, 4.43658], [-0.38544, 5.30575, 3.59575], [-0.05138, 3.85091, 4.45691], [-1.29396, 4.97172, 5.11292], [-2.69226, 4.42283, 2.96009], [-1.92105, 2.32402, 1.75190], [-0.57003, 2.14944, 2.95536], [-1.80651, 4.88301, 0.79398], [-1.23816, 3.66939, -0.33451], [-0.19841, 5.00472, 0.19698], [-3.29195, 3.46390, 4.90133], [-3.10420, 2.14695, 3.93597], [7.00712, -0.87341, -1.56710], [5.80254, -1.28076, -2.47300], [6.49169, -1.52619, -3.77664], [5.60160, -1.91923, -4.74844], [6.19985, -2.37603, -5.97296], [5.24651, -2.50507, -1.90297], [7.81852, -1.63662, -1.59539], [6.69156, -0.75099, -0.52062], [7.46623, 0.07859, -1.91381], [5.00502, -0.55376, -2.45120], [7.14660, -2.43428, -3.60345], [7.14711, -0.68377, -4.08365], [5.44494, -2.25602, -6.75445], [6.48345, -3.41231, -5.89567], [7.04174, -1.74333, -6.33043], [5.98952, -3.20190, -1.73375], [4.31652, -2.80388, -2.27221]], "relative_energy_ev": 2.8040, "total_charge": 0, "total_energy_ha": -3288.73799}

=====

{"formula": "C46H58BN10PtS", "method": "ωB97M-V with the def2-TZVPD basis set", "species": ["Pt", "C", "C", "N", "N", "C", "N", "S", "C", "C", "C", "C", "C", "N", "H", "H", "H", "H", "H", "H", "H", "H", "H", "H", "N", "C", "C", "C", "C", "C", "C", "N", "C", "C", "C", "C", "N", "C", "C", "H", "H", "H", "H", "H", "H", "H", "H", "H", "N", "H", "H", "H", "C", "C", "C", "C", "C", "C", "C", "C", "C", "C", "C", "C", "N", "B", "N", "C", "C", "C", "C", "C", "C", "C", "C", "C", "C", "C", "C", "C", "C", "H", "H", "H", "H", "H", "H", "H", "H", "H", "H", "H", "H", "H", "H", "H", "H", "H", "H", "H", "H", "H", "H", "H", "H", "H", "H", "H", "H", "H", "H", "H", "H", "H", "H", "H", "H"], "coordinates": [[9.96233, -17.90887, -11.22343], [13.29212, -20.97716, -10.49592], [12.36787, -19.67638, -10.58909], [11.28155, -19.51901, -11.48514], [11.17422, -20.66026, -12.31296], [10.27111, -21.63312, -11.87648], [10.14806, -22.66003, -12.64165], [9.42867, -21.33716, -10.47195], [12.35054, -18.59690, -9.70249], [13.22527, -18.66588, -8.43128], [12.91731, -17.63735, -7.50936], [12.09422, -16.58254, -7.68834], [11.40899, -16.54901, -8.89399], [11.42463, -17.59115, -9.82357], [14.17612, -20.67440, -11.07205], [12.57653, -21.77083, -10.61400], [13.53941, -21.13925, -9.39169], [11.81979, -20.64551, -13.11832], [10.49513, -22.84699, -13.58057], [9.73800, -23.46318, -12.08856], [14.12667, -19.19492, -8.64358], [13.26086, -17.74255, -6.48883], [11.96452, -15.78019, -7.00715], [10.59035, -15.88854, -9.13951], [4.44433, -20.13525, -15.58930], [3.91556, -20.97616, -16.51135], [2.53849, -21.23769, -16.84416], [2.32204, -22.09557, -17.99153], [3.24625, -23.04319, -18.10351], [4.54799, -22.97172, -17.59909], [4.89945, -21.93405, -16.74559], [6.17045, -21.56600, -16.21311], [5.79727, -20.66678, -15.47683], [6.65486, -19.74643, -14.51473], [7.88738, -19.31445, -15.00176], [8.79320, -18.81199, -14.06840], [8.42766, -18.70193, -12.83374], [7.41946, -19.22467, -12.29506], [6.36589, -19.80287, -13.13082], [4.06363, -19.31354, -15.20437], [1.58109, -20.67836, -16.61554], [1.36956, -22.20363, -18.43102], [3.03354, -23.95283, -18.72783], [5.36703, -23.82895, -17.67883], [7.96953, -19.30482, -16.03912], [9.78840, -18.66202, -14.29499], [7.66524, -19.45768, -11.24792], [5.59495, -20.59450, -12.63309], [7.24172, -16.35642, -11.63760], [7.03455, -17.14588, -11.02105], [7.11541, -16.42749, -12.62574], [6.68515, -15.51153, -11.43009], [9.61187, -11.20728, -9.29536], [10.36239, -12.48608, -9.28101], [11.77915, -12.23439, -8.93430], [9.74941, -13.60932, -8.42770], [9.95592, -13.52902, -7.03645], [9.61648, -14.56869, -6.21516], [8.82832, -15.64931, -6.63527], [8.48080, -15.73779, -7.98730], [7.72566, -17.04397, -8.49644], [6.29094, -16.68689, -8.56893], [7.91769, -18.32121, -7.62742], [8.91640, -14.71770, -8.87331], [8.69876, -14.90212, -10.31901], [8.94595, -16.16062, -11.35882], [9.25689, -15.23204, -12.63395], [8.91341, -13.96241, -12.36871], [8.55332, -13.71948, -11.03256], [9.38756, -15.59538, -13.99797], [8.28499, -15.61566, -14.76109], [8.26935, -16.26904, -16.03396], [9.43492, -16.71755, -16.58653], [10.56868, -16.61230, -15.81173], [10.64663, -16.05251, -14.53188], [12.06142, -15.88714, -13.98046], [12.70505, -17.22848, -13.81578], [12.20277, -15.08084, -12.66947], [7.00307, -14.94767, -14.50421], [6.89335, -13.77265, -15.47667], [5.77562, -15.91107, -14.70638], [10.07596, -10.50391, -10.00909], [9.58838, -10.66299, -8.27919], [8.55822, -11.42998, -9.55538], [10.46618, -12.85336, -10.32634], [11.84366, -11.98442, -7.84641], [12.12753, -11.31242, -9.36484], [12.42109, -13.14494, -8.96842], [10.48864, -12.69354, -6.58628], [9.87946, -14.53277, -5.17776], [8.47061, -16.36345, -5.90792], [8.24236, -17.18646, -9.46781], [5.80318, -16.64219, -7.57217], [5.77234, -17.42721, -9.20489], [6.10758, -15.68339, -9.02911], [7.42778, -18.12775, -6.67944], [9.04410, -18.45174, -7.43020], [7.52498, -19.23435, -8.12850], [9.06119, -13.26861, -13.24634], [8.29275, -12.68473, -10.68848], [7.33675, -16.27342, -16.53510], [9.47201, -17.26344, -17.47529], [11.46536, -17.04382, -16.30001], [12.56620, -15.36059, -14.85466], [12.20124, -17.70479, -13.00117], [13.77906, -17.25629, -13.59468], [12.53006, -17.89497, -14.71352], [11.78591, -15.67078, -11.82226], [11.73355, -14.10782, -12.64935], [13.22901, -14.81533, -12.52235], [7.03258, -14.64151, -13.45832], [6.70895, -14.18206, -16.40626], [7.83544, -13.28623, -15.41264], [6.06845, -13.07837, -15.25986], [5.67302, -16.16919, -15.77833], [4.91050, -15.36063, -14.32723], [5.94468, -16.79601, -14.03393]], "s2": 6.071, "relative_energy_ev": 8.3691, "spin_multiplicity": 5, "total_charge": 3, "total_energy_ha": -2876.38960}